[1]
{
  "formula": "C39H30I2N8S2SeY",
  "method": "ωB97M-V/def2-TZVPD",
  "elements": ["Y", "S", "C", "C", "C", "C", "C", "C", "S", "H", "H", "H", "H", "N", "C", "C", "C", "C", "C", "C", "C", "C", "C", "C", "C", "C", "N", "C", "C", "C", "C", "N", "H", "H", "H", "H", "H", "H", "H", "H", "H", "H", "I", "I", "Se", "C", "C", "C", "C", "C", "C", "H", "H", "H", "H", "H", "C", "C", "N", "C", "C", "N", "C", "N", "N", "N", "C", "C", "C", "C", "C", "C", "H", "H", "H", "H", "H", "H", "H", "H", "H", "H", "H"],
  "xyz": [[0.8198, -1.5982, -0.1644], [3.3411, -2.1867, 0.4410], [3.1113, -2.2859, 2.1951], [4.1661, -1.8572, 3.0061], [4.0732, -1.8419, 4.3875], [2.8996, -2.2800, 4.9890], [1.8555, -2.7227, 4.1984], [1.9247, -2.7361, 2.8011], [0.4882, -3.2782, 1.9155], [5.0771, -1.5286, 2.5190], [4.9123, -1.5060, 4.9854], [2.8003, -2.2843, 6.0681], [0.9350, -3.0652, 4.6564], [-3.5002, 0.5079, -9.3698], [-2.9095, 0.3616, -8.3944], [-2.1714, 0.1851, -7.1723], [-0.8447, 0.6044, -7.1018], [-0.1378, 0.4342, -5.9251], [-0.7480, -0.1437, -4.8157], [-2.0741, -0.5576, -4.8918], [-2.7866, -0.4004, -6.0683], [0.0052, -0.3335, -3.5411], [-0.3173, 0.5743, -2.5113], [-1.1425, 1.7133, -2.6654], [-1.2069, 2.3322, -1.4330], [-0.4158, 1.5497, -0.5750], [0.1324, 0.5034, -1.1980], [0.9067, -1.3830, -3.5212], [1.2266, -2.2533, -4.6106], [2.1819, -3.1204, -4.1594], [2.4116, -2.7771, -2.8020], [1.6673, -1.7533, -2.4118], [-0.3772, 1.0584, -7.9650], [0.8948, 0.7510, -5.8560], [-2.5407, -1.0098, -4.0245], [-3.8147, -0.7283, -6.1360], [-1.6223, 2.0256, -3.5795], [-1.7595, 3.2163, -1.1575], [-0.2746, 1.7003, 0.4841], [0.7797, -2.2224, -5.5913], [2.6460, -3.9328, -4.6931], [3.0774, -3.2724, -2.1087], [-0.8530, -4.3053, -1.9598], [0.3899, -6.6165, -3.0593], [-2.1032, -2.0145, -0.8500], [-3.0838, -2.7962, 0.6095], [-4.1711, -2.0736, 1.0983], [-4.9216, -2.5640, 2.1551], [-4.5982, -3.7853, 2.7318], [-3.5173, -4.5031, 2.2451], [-2.7592, -4.0149, 1.1900], [-4.4249, -1.1218, 0.6471], [-5.7631, -1.9907, 2.5247], [-5.1843, -4.1721, 3.5560], [-3.2456, -5.4510, 2.6927], [-1.9096, -4.5823, 0.8366], [3.0736, 1.2026, 1.3970], [1.7837, 0.8952, 2.0675], [0.9115, -0.0217, 1.7092], [-0.1287, 0.0300, 2.6171], [0.1158, 0.9987, 3.5273], [1.3343, 1.5474, 3.1729], [1.9774, 2.6379, 3.8568], [1.1367, 3.8081, 3.8571], [0.6662, 4.3120, 5.0193], [-0.1101, 5.2963, 4.7794], [-0.2004, 5.4535, 3.4103], [-0.9354, 6.3643, 2.6420], [-0.8275, 6.2584, 1.2771], [-0.0104, 5.2745, 0.6734], [0.7214, 4.3783, 1.4144], [0.6059, 4.4961, 2.8054], [3.3310, 0.3717, 0.7394], [3.8782, 1.3052, 2.1256], [3.0101, 2.1181, 0.8037], [-0.9532, -0.6618, 2.5582], [-0.4352, 1.3415, 4.3856], [2.9179, 2.8545, 3.3544], [2.1696, 2.3876, 4.8990], [-1.5624, 7.1093, 3.1116], [-1.3832, 6.9367, 0.6436], [0.0397, 5.2174, -0.4063], [1.3286, 3.6214, 0.9382]],
  "forces_ev_per_a": [[0.0, 0.0, 0.0], [0.0, -0.1, -0.1], [0.1, 0.1, -0.1], [0.1, 0.0, 0.0], [0.0, 0.0, 0.0], [0.1, 0.0, 0.1], [-0.1, 0.0, 0.0], [-0.2, 0.0, 0.0], [0.1, 0.0, -0.1], [0.0, 0.0, 0.0], [0.0, 0.0, 0.0], [0.0, 0.0, 0.0], [0.0, 0.0, 0.0], [0.0, 0.0, 0.0], [0.0, 0.0, 0.0], [0.0, 0.0, -0.1], [0.0, 0.0, 0.0], [0.0, 0.0, 0.1], [0.1, 0.0, 0.0], [0.0, 0.0, 0.0], [0.0, 0.0, 0.0], [0.0, 0.0, 0.0], [0.1, 0.1, 0.0], [-0.1, 0.0, 0.0], [0.1, 0.0, 0.0], [-0.1, 0.0, 0.0], [0.0, -0.1, -0.1], [0.0, 0.1, 0.0], [0.0, 0.0, 0.0], [0.0, 0.0, 0.0], [0.0, 0.0, 0.0], [0.0, -0.1, 0.1], [0.0, 0.0, 0.0], [0.0, 0.0, 0.0], [0.0, 0.0, 0.0], [0.0, 0.0, 0.0], [0.0, 0.0, 0.0], [0.0, 0.0, 0.0], [0.0, 0.0, 0.0], [0.0, 0.0, 0.0], [0.0, 0.0, 0.0], [0.0, 0.0, 0.0], [-0.1, 0.1, 0.1], [0.1, -0.1, -0.1], [0.1, -0.1, 0.0], [0.0, 0.1, 0.0], [0.0, 0.0, 0.0], [0.0, 0.0, 0.0], [0.0, 0.0, 0.0], [0.0, 0.0, 0.0], [0.0, 0.0, 0.0], [0.0, 0.0, 0.0], [0.0, 0.0, 0.0], [0.0, 0.0, 0.0], [0.0, 0.0, 0.0], [0.0, 0.0, 0.0], [0.0, 0.0, 0.0], [0.0, 0.1, 0.1], [0.0, 0.1, 0.0], [0.0, 0.0, 0.0], [0.0, 0.0, 0.0], [0.0, -0.1, 0.0], [0.0, 0.0, 0.0], [-0.1, 0.1, 0.0], [0.1, 0.0, 0.1], [-0.1, 0.0, 0.0], [0.0, 0.1, 0.1], [0.0, 0.0, 0.0], [0.0, 0.0, 0.0], [0.0, 0.1, 0.0], [0.0, 0.0, 0.1], [0.1, -0.1, -0.1], [0.0, 0.0, 0.0], [0.0, 0.0, 0.0], [0.0, 0.0, 0.0], [0.0, 0.0, 0.0], [0.0, 0.0, 0.0], [0.0, 0.0, 0.0], [0.0, 0.1, 0.0], [0.0, 0.0, 0.0], [0.0, 0.0, 0.0], [0.0, 0.0, 0.0], [0.0, 0.0, 0.0]],
  "mulliken_charge": [0.441, -0.586, 0.353, -0.712, -0.549, -0.669, -0.519, 0.423, -0.290, 0.414, 0.383, 0.359, 0.397, -0.565, -0.123, 0.662, -0.824, 0.058, -1.189, 0.168, -0.898, 1.458, 0.267, -0.491, -2.077, -0.528, 0.307, 0.307, -0.408, -1.200, -0.195, -0.409, 0.444, 0.482, 0.511, 0.459, 0.488, 0.628, 0.847, 0.483, 0.446, 0.423, 0.303, -0.466, -0.657, 0.921, -0.404, -0.559, -0.448, -0.760, -0.240, 0.385, 0.365, 0.356, 0.368, 0.135, -1.822, 0.267, 2.001, -0.900, -1.010, 0.535, -1.047, 0.758, -0.759, -0.548, 0.190, -0.765, -0.621, -0.655, -0.378, 1.302, 0.094, 0.531, 0.226, 0.547, 0.542, 0.507, 0.299, 0.421, 0.367, 0.470, 0.172],
  "mol_weight_g_mol": 1096.53,
  "de_lowest_kcal_mol": 6.6,
  "homo_ev": -4.73,
  "largest_force_ha_per_bohr": 0.0042,
  "total_charge": -1,
  "e_tot_ev": -157119.9318
}


[2]
{
  "formula": "C3H2FLiO2",
  "method": "ωB97M-V/def2-TZVPD",
  "elements": ["C", "C", "O", "C", "H", "H", "F", "Li", "O"],
  "xyz": [[0.5034, -0.5416, 1.4391], [-0.2295, -0.5071, 0.3137], [-1.6531, 1.5728, -1.3576], [-0.9053, 1.1503, -0.5421], [0.5727, -1.4703, 2.0036], [1.2157, 0.2566, 1.6384], [-0.8787, -1.5496, -0.1359], [1.1586, 0.5827, -2.5407], [0.2162, 0.5061, -0.8185]],
  "forces_ev_per_a": [[0.3, 0.2, -1.2], [2.8, -0.6, 0.7], [0.4, 0.2, 1.1], [-2.4, 1.4, -1.9], [-0.6, 0.4, 0.2], [-0.4, -0.1, 0.1], [-0.3, 0.8, -0.7], [-0.1, 0.0, 0.1], [0.3, -2.2, 1.6]],
  "mulliken_charge": [-0.630, 0.579, -0.322, 0.326, 0.315, 0.276, -0.170, 0.964, -0.339],
  "spin_multiplicity": 2,
  "mol_weight_g_mol": 95.99,
  "de_lowest_kcal_mol": 76.6,
  "homo_ev": [-13.59, -14.80],
  "largest_force_ha_per_bohr": 0.0652,
  "total_charge": 1,
  "e_tot_ev": -10150.5524
}